The following is a quantum chemistry calculation of C10H24Cl2F6NO16S2Y as an isolated structure at a distorted geometry, from the OMol25 dataset.

Each line ends with the Löwdin charge.
Cartesian coordinates (Å):
Y: 0.129391 -0.040649 -0.111714  1.71
Cl: -1.215476 -3.847625 0.472431  0.68
O: -2.478773 -3.553727 1.137569  -0.33
O: -1.390253 -4.544863 -0.767865  -0.30
O: -0.488105 -2.596337 0.172042  -0.47
O: -0.355869 -4.533733 1.368033  -0.30
Cl: -1.003242 -0.274426 -3.956391  0.72
O: -0.448460 -0.642968 -2.672316  -0.35
O: -0.045113 0.305736 -4.812771  -0.10
O: -1.634204 -1.399454 -4.585810  -0.08
O: -2.013491 0.733776 -3.737330  -0.10
C: 3.476116 -1.099899 -2.846507  -0.55
F: 2.540272 -0.962647 -3.779350  0.16
F: 3.519101 -2.323871 -2.265220  0.13
F: 4.682533 -0.777336 -3.398137  0.15
S: 3.121698 0.150129 -1.391926  0.70
O: 4.309739 0.926693 -1.092223  -0.23
O: 2.007001 0.931279 -1.854690  -0.37
N: 2.258908 -0.684516 -0.119348  -0.38
S: 3.617462 -1.134366 0.643013  0.58
O: 4.726582 -1.619983 -0.124795  -0.24
O: 3.935938 -0.218070 1.685674  -0.26
C: 2.990533 -2.723697 1.557732  -0.69
F: 1.872907 -2.429351 2.160758  0.15
F: 2.778903 -3.630480 0.623582  0.16
F: 3.852562 -3.198798 2.425688  0.19
C: -4.376426 -0.203849 -1.402734  -0.05
C: -3.221249 -0.903846 -0.703451  -0.25
O: -2.283547 -0.004527 -0.100555  -0.18
H: -4.658013 0.769627 -1.001300  0.08
H: -5.290706 -0.790135 -1.310761  0.09
H: -4.226315 -0.045241 -2.470635  0.07
H: -2.695354 -1.522889 -1.430302  0.11
H: -3.611724 -1.572599 0.063621  0.11
H: -2.866030 0.496754 0.474801  0.10
C: 2.919712 3.108721 1.969972  -0.04
C: 2.055735 2.907112 0.745821  -0.25
O: 1.158873 1.825708 1.003010  -0.19
H: 3.520276 4.014899 1.890734  0.10
H: 3.631627 2.318392 2.208003  0.08
H: 2.273159 3.285812 2.829453  0.08
H: 2.588726 2.796619 -0.198535  0.11
H: 1.436853 3.801969 0.680162  0.12
H: 0.666286 2.211854 1.730916  0.10
C: -2.583033 3.120051 -1.579018  -0.05
C: -1.592871 2.890534 -0.424970  -0.24
O: -0.571350 2.057120 -0.985569  -0.20
H: -2.152514 3.561698 -2.477736  0.09
H: -3.375108 3.824982 -1.326446  0.09
H: -3.117626 2.214881 -1.867096  0.05
H: -2.062484 2.486750 0.471978  0.11
H: -1.122193 3.811802 -0.081727  0.12
H: -0.126685 2.656535 -1.589374  0.12
C: -1.082943 -1.806982 3.846127  -0.06
C: -1.372499 -0.636003 3.009102  -0.28
O: -0.219906 -0.352021 2.213175  -0.16
H: -0.159199 -1.639211 4.399902  0.10
H: -0.842300 -2.670396 3.225876  0.07
H: -1.944455 -2.022800 4.478040  0.11
H: -1.634547 0.162423 3.703317  0.13
H: -2.271314 -0.853187 2.431994  0.11
H: 0.462487 -0.111375 2.844075  0.12

Force components x, y, z for each atom (eV/Å):
Y -0.814 -0.709 -0.288
Cl -0.193 -0.983 0.415
O 0.778 0.336 -0.908
O -0.314 0.478 0.565
O 0.109 2.647 -0.690
O 0.034 -0.570 0.272
Cl 0.563 -1.176 1.818
O -0.156 0.050 -0.650
O 0.492 0.230 -0.487
O 0.006 0.527 0.159
O -0.769 0.327 -0.366
C 1.852 -0.394 0.702
F 0.415 -0.474 0.904
F -0.486 1.422 -1.783
F -1.915 -0.588 1.038
S 0.164 1.341 -0.602
O -1.591 -1.531 -0.165
O -2.094 0.798 -0.714
N 3.945 0.240 -2.487
S 1.342 -3.886 5.023
O -0.878 0.375 -0.900
O -0.452 0.912 0.366
C 0.973 0.700 -1.686
F -1.296 0.378 0.770
F -0.222 -0.344 -0.275
F 0.385 0.344 0.148
C -0.463 0.216 -0.287
C -0.999 -1.213 -0.855
O 0.207 0.348 0.114
H 0.238 0.104 0.363
H 0.132 -0.229 -0.005
H 0.215 -0.023 0.014
H 0.221 0.005 0.275
H 0.252 -0.018 0.069
H 0.328 0.452 0.378
C 0.672 0.317 0.152
C 0.905 1.226 0.204
O -0.527 -0.732 0.233
H -0.078 0.121 -0.256
H -0.315 -0.285 -0.258
H -0.075 -0.118 0.191
H -0.065 -0.444 0.244
H -0.075 0.177 -0.420
H -0.425 -0.534 0.410
C -0.945 0.510 0.590
C -0.924 0.939 -1.199
O 0.024 -0.461 0.336
H 0.519 -0.168 0.112
H 0.026 0.118 0.383
H 0.386 -0.139 0.097
H 0.148 -0.537 -0.224
H -0.029 0.186 -0.137
H 0.625 -0.367 -0.334
C 0.654 -1.381 0.119
C -1.378 -0.326 0.868
O -0.193 1.158 -1.021
H -0.189 0.107 0.611
H -0.365 -0.161 -0.043
H 0.286 -0.111 0.204
H 0.297 0.718 -0.418
H 0.447 0.171 -0.703
H 0.582 -0.076 0.012

As for the total charge: +1. Its spin multiplicity is 2. As for the HOMO energy (alpha / beta): -12.42 / -12.42 eV.